Here is a molecular structure, C40H47N4P2RuSe2Si2Te at a distorted geometry from the OMol25 dataset. Energies are from wB97M-V/def2-TZVPD.

```
99
Properties=species:S:1:pos:R:3:forces:R:3
Ru 1.17548 -0.83354 0.09978 0.4 0.5 0.3
Se 0.59713 5.21388 -1.65381 -0.3 -0.2 0.0
P -1.03484 3.97758 -2.20212 0.1 1.5 0.3
C -1.47440 3.97329 -3.95924 0.0 -0.1 0.3
C -0.95670 4.95805 -4.78749 0.1 0.0 0.2
C -1.31963 4.99026 -6.12202 -0.1 0.0 -0.1
C -2.19796 4.04127 -6.62081 0.0 0.0 0.0
C -2.71086 3.05282 -5.79175 -0.1 -0.1 0.0
C -2.35307 3.01597 -4.45668 0.1 0.1 0.0
C -2.49973 4.58849 -1.31579 0.3 -0.3 -0.2
C -3.46298 5.32186 -1.99702 0.1 -0.2 -0.1
C -4.48702 5.92486 -1.28854 -0.1 0.1 0.0
C -4.55104 5.79443 0.09003 -0.1 0.1 -0.1
C -3.58026 5.07284 0.76954 0.0 0.0 0.0
C -2.54239 4.48618 0.07106 0.0 -0.1 -0.1
C -0.59305 2.26678 -1.86407 -0.3 -0.5 0.5
C -0.68988 1.15013 -1.02895 -0.3 0.1 -0.3
N 0.38749 0.37885 -1.36316 -0.4 -0.4 1.1
N 1.07000 0.96547 -2.30368 1.1 0.0 -0.9
N 0.50917 2.07947 -2.62259 0.2 -0.5 -0.4
P -1.75769 0.36283 0.18179 -0.8 1.1 -0.1
Se -1.05613 -1.60874 0.71814 -0.6 -0.4 0.0
C -3.44278 0.33206 -0.46505 0.4 -0.1 0.1
C -3.90166 1.45529 -1.14287 0.1 0.1 0.0
C -5.18884 1.47707 -1.64399 0.0 0.0 0.0
C -6.00738 0.36915 -1.48017 0.0 0.0 0.0
C -5.54028 -0.75929 -0.82332 -0.1 -0.1 0.0
C -4.25535 -0.78327 -0.31027 0.1 0.0 0.1
C -1.71340 1.43640 1.63536 0.0 -0.3 -0.3
C -2.86855 1.75485 2.33464 0.1 -0.1 -0.1
C -2.77927 2.58272 3.43964 0.0 0.0 0.1
C -1.54991 3.09102 3.83035 -0.1 0.0 0.0
C -0.39494 2.75210 3.13786 0.1 0.0 0.0
C -0.47123 1.91230 2.04255 0.2 -0.1 -0.1
H -0.26790 5.68523 -4.37967 0.0 0.0 0.0
H -0.91609 5.75528 -6.76874 0.0 0.0 -0.1
H -2.48290 4.06559 -7.66201 0.0 0.0 -0.1
H -3.39039 2.31041 -6.18628 0.0 0.0 0.0
H -2.74497 2.24939 -3.80096 -0.1 -0.1 0.0
H -3.39886 5.42577 -3.07201 -0.1 0.0 0.0
H -5.22674 6.50551 -1.81943 -0.1 0.1 0.0
H -5.34786 6.27591 0.63599 -0.1 0.0 0.1
H -3.61809 4.97951 1.84426 0.0 0.0 0.1
H -1.75336 3.95611 0.58858 0.0 0.0 0.1
H -3.24988 2.30771 -1.27307 -0.1 0.0 0.0
H -5.54838 2.35289 -2.16451 0.0 0.1 0.0
H -7.01485 0.38399 -1.86616 -0.1 0.0 -0.1
H -6.17638 -1.62531 -0.71583 0.0 0.0 0.0
H -3.87682 -1.65903 0.20179 -0.1 0.0 0.0
H -3.81725 1.35244 2.00962 -0.1 0.1 0.0
H -3.67177 2.82655 3.99488 -0.1 0.1 0.1
H -1.48954 3.75484 4.68000 0.0 0.0 0.1
H 0.56115 3.14222 3.45028 0.1 0.1 0.0
H 0.43322 1.61877 1.49244 -0.3 0.3 0.2
C 1.62898 -3.37249 6.30003 -0.3 0.1 -0.7
Si 1.07146 -2.99336 4.51713 0.0 0.1 0.0
C 0.88273 -4.61245 3.52782 0.1 0.6 0.3
C -0.57439 -2.02872 4.39411 0.6 -0.4 0.1
C 2.48410 -1.82682 3.89153 -0.4 -0.3 -0.3
Te 3.04017 -1.47164 1.81891 0.0 -0.4 1.2
C 2.86761 -3.44544 0.98752 0.5 -0.1 0.1
Si 4.52538 -4.42427 1.07935 0.1 -0.4 -0.1
C 4.10832 -6.28027 1.18229 0.1 0.8 -0.1
C 5.49069 -3.89949 2.63440 -0.4 0.0 -0.6
C 5.45243 -4.06231 -0.54204 -0.3 -0.1 0.7
H 0.91075 -4.00292 6.81372 -0.2 -0.1 0.1
H 1.74586 -2.46413 6.88342 0.0 0.2 0.1
H 2.58470 -3.88968 6.31606 0.2 -0.1 -0.1
H 0.29851 -5.32973 4.09549 -0.2 -0.1 0.2
H 1.83581 -5.08378 3.30825 0.2 -0.1 0.0
H 0.35108 -4.43943 2.59357 0.0 0.0 -0.1
H -1.19099 -2.17802 5.27364 -0.1 -0.1 0.2
H -1.15239 -2.36099 3.53430 0.0 0.0 0.0
H -0.40577 -0.96023 4.28719 0.0 0.2 0.0
H 3.42008 -2.10161 4.37820 0.1 -0.1 -0.1
H 2.25857 -0.81886 4.25250 -0.1 0.0 0.0
H 2.58074 -3.30733 -0.05827 0.1 0.0 0.0
H 2.05908 -3.95304 1.49666 -0.1 0.0 0.1
H 3.57401 -6.54296 2.08975 -0.1 0.0 0.2
H 5.02513 -6.86134 1.16708 0.2 -0.1 0.0
H 3.50470 -6.60185 0.33956 -0.1 0.0 -0.2
H 4.93475 -4.10615 3.54470 -0.2 -0.1 0.1
H 5.72717 -2.83746 2.62544 0.1 0.1 0.0
H 6.42943 -4.44036 2.70245 0.2 -0.1 -0.1
H 4.94662 -4.53000 -1.38259 -0.2 -0.1 -0.1
H 6.46065 -4.46082 -0.50867 0.2 -0.1 0.0
H 5.52152 -3.00024 -0.75944 0.0 0.2 0.1
N 2.85006 -0.58356 -0.71153 -0.2 0.5 -0.2
C 3.17699 -1.23584 -1.79340 0.5 -0.8 -1.2
C 4.46493 -1.11951 -2.37781 -0.1 0.2 0.1
C 4.79725 -1.84616 -3.49290 0.1 0.0 0.0
C 3.87876 -2.71862 -4.06842 0.0 0.0 0.0
C 2.60612 -2.85486 -3.51854 -0.2 -0.2 0.0
C 2.24557 -2.13532 -2.40871 -0.2 0.1 0.2
H 5.15699 -0.43725 -1.91089 0.2 0.1 0.0
H 5.78846 -1.76199 -3.91199 0.1 0.1 -0.1
H 4.14404 -3.29550 -4.94019 0.1 0.0 -0.1
H 1.90122 -3.54796 -3.96044 0.0 0.1 0.0
H 1.23173 -2.23241 -1.98575 0.4 0.0 -0.3
```
Forces are in eV/Å.

As for the orbital gap (spin up / spin down): 0.23832 / 0.17414 hartree. Its net charge is +1. The multiplicity is 5. The calculation puts the energy above the lowest of the compared OMol25 structures with the same formula, charge and spin at 19.60 kcal per mole. The value obtained for the total energy is -223097.5635 eV. The value obtained for the HOMO energy (spin up / spin down) is -0.34517 / -0.34487 Eh.